Record 1
Density functional theory data (ωB97M-V/def2-TZVPD) for a single C4H4N2O molecule at a distorted geometry.

Element x y z (Å)
C (0.09, -0.14, 0.96)
C (0.71, -0.85, -0.22)
C (0.18, -0.91, -1.44)
N (-0.13, 1.10, 0.49)
N (0.26, -0.56, 2.13)
C (-1.07, 1.91, -0.10)
O (-1.47, 2.72, -0.80)
H (-0.02, 0.10, 2.85)
H (1.52, -1.49, 0.08)
H (0.53, -1.62, -2.18)
H (-0.60, -0.24, -1.76)

Summary:
E, eV: -9237.843
HOMO level, eV: -9.79
Largest force on an atom, eV/Å: 11.29
Energy relative to the best compared isomer or geometry (same formula, charge and spin), kcal per mole: 61.0
HOMO-LUMO gap, Eh: 0.351
E_LUMO, eV: -0.228

natural (NBO) atomic charge list, values in e, 8 entries: atom 1 (C): 0.38, atom 2 (C): -0.23, atom 3 (C): -0.35, atom 4 (N): -0.61, atom 5 (N): -0.60, atom 6 (C): 0.89, atom 7 (O): -0.44, atom 8 (H): 0.35

---

Record 2
Density functional theory data (ωB97M-V/def2-TZVPD) for a single CH2Cl2 molecule at a distorted geometry.

Element x y z (Å)
C (0.11, -0.08, -0.05)
H (1.06, 0.20, -0.51)
H (-0.02, -1.25, -0.19)
Cl (-1.13, 0.76, -0.95)
Cl (-0.02, 0.37, 1.70)

Summary:
E, eV: -26114.006
HOMO level, eV: -11.03
Largest force on an atom, eV/Å: 2.64
Energy relative to the best compared isomer or geometry (same formula, charge and spin), kcal per mole: 5.3
HOMO-LUMO gap, Eh: 0.439
E_LUMO, eV: 0.906

Table of natural (NBO) atomic charges, one value per atom, all in e: atom 1 (C): -0.41, atom 2 (H): 0.22, atom 3 (H): 0.23, atom 4 (Cl): -0.01, atom 5 (Cl): -0.04